[1]
{"formula": "C48H132N12O12", "method": "ωB97M-V/def2-TZVPD", "elements": ["O", "O", "O", "O", "O", "O", "O", "O", "O", "O", "O", "O", "N", "N", "N", "N", "N", "N", "N", "N", "N", "N", "N", "N", "C", "C", "C", "C", "C", "C", "C", "C", "C", "C", "C", "C", "C", "C", "C", "C", "C", "C", "C", "C", "C", "C", "C", "C", "C", "C", "C", "C", "C", "C", "C", "C", "C", "C", "C", "C", "C", "C", "C", "C", "C", "C", "C", "C", "C", "C", "C", "C", "H", "H", "H", "H", "H", "H", "H", "H", "H", "H", "H", "H", "H", "H", "H", "H", "H", "H", "H", "H", "H", "H", "H", "H", "H", "H", "H", "H", "H", "H", "H", "H", "H", "H", "H", "H", "H", "H", "H", "H", "H", "H", "H", "H", "H", "H", "H", "H", "H", "H", "H", "H", "H", "H", "H", "H", "H", "H", "H", "H", "H", "H", "H", "H", "H", "H", "H", "H", "H", "H", "H", "H", "H", "H", "H", "H", "H", "H", "H", "H", "H", "H", "H", "H", "H", "H", "H", "H", "H", "H", "H", "H", "H", "H", "H", "H", "H", "H", "H", "H", "H", "H", "H", "H", "H", "H", "H", "H", "H", "H", "H", "H", "H", "H", "H", "H", "H", "H", "H", "H", "H", "H", "H", "H", "H", "H", "H", "H", "H", "H", "H", "H"], "coordinates": [[-5.82755, -2.13344, 1.14454], [1.40393, 3.22173, -3.21394], [-0.23056, -4.27954, -2.98965], [2.39046, -2.01635, 2.97605], [0.80884, 0.82598, 6.98189], [-0.61456, 2.23796, 1.88638], [0.79149, -1.56894, -6.89110], [-4.54411, 5.36935, -1.94943], [-0.31471, -0.72285, -1.68751], [-2.16468, -0.71799, 4.06842], [6.44722, 1.44677, 1.00538], [3.68242, -2.00424, -1.68955], [3.61638, 0.81953, -6.70836], [5.42715, -2.44348, 0.71659], [-1.54339, -3.41912, 5.07272], [-6.38284, 3.58302, -3.12261], [4.45119, 0.44695, 3.92255], [3.16933, -0.51662, 6.82249], [3.23769, 5.65797, -2.17179], [-5.30929, 1.02291, -0.48932], [-3.79439, 3.75582, 1.36810], [-2.47835, -3.83176, -4.41935], [-2.97574, -0.78493, -3.00240], [4.30763, -2.72198, 5.03320], [-1.59489, -4.95088, -4.79661], [2.09089, -1.13361, -6.67360], [-0.20329, -4.57321, -4.36943], [1.31102, 2.31394, -4.31513], [4.68123, 1.37064, 2.78490], [5.50447, 1.09535, -0.08606], [-2.63586, 1.59747, -3.41797], [-0.17904, -0.89563, -6.06817], [-1.70705, 3.15194, 2.10579], [-5.98730, 4.69694, -5.27965], [-5.32473, 5.75624, -3.09201], [-5.49132, 4.46912, -3.83881], [5.17836, -3.44515, -0.35776], [-3.89265, -3.99741, 5.18976], [-3.00245, -1.59137, 4.82749], [0.86816, -0.52337, 7.54588], [-1.69743, -5.28218, -6.24147], [-2.64640, 3.02639, 0.99882], [2.30695, -3.15624, 3.78735], [4.47416, 2.77528, 3.10141], [-2.04285, 3.65892, -0.32993], [0.52906, 2.49999, 2.69786], [1.74667, 4.55600, -0.54819], [4.86317, -2.65540, -1.73502], [3.62928, -5.01073, 4.71244], [1.28573, -1.24350, 3.14010], [2.40080, 0.24231, -7.32354], [-5.74471, 0.67977, 1.85304], [-6.27958, -1.12257, 0.30434], [-1.12214, 0.44041, -1.74577], [3.49538, -1.15770, -2.89044], [-2.55483, -0.58890, 2.70677], [6.03375, 0.97402, 2.23105], [-6.67137, -3.22978, 1.42898], [-1.96512, 0.32752, -3.02492], [-5.33544, 0.02032, 0.56099], [2.32783, -0.60144, 8.01342], [-4.38236, 6.52830, -1.05924], [0.98714, -3.83424, -2.45048], [2.64693, 3.17675, -2.50553], [-2.85384, -3.08062, 4.58013], [0.59936, -0.83278, -0.57348], [2.64352, 0.50250, 9.02335], [3.65968, -3.65454, 4.07337], [2.87422, 4.39877, -1.55621], [2.45431, 0.09751, -8.88098], [-0.40660, 1.34447, 6.56258], [4.06030, -4.44674, 0.01541], [3.99522, 0.99373, 2.02699], [3.16758, -0.72420, -9.13765], [4.04051, 1.00632, 4.66366], [-1.26103, 3.09900, -0.85269], [-1.86661, 2.37060, -3.72466], [1.47060, 0.82805, -7.14488], [-1.82798, 0.48519, -0.90718], [-1.17907, -1.35802, -6.23722], [1.42930, -1.46063, -0.89838], [0.25822, 2.32998, -4.61270], [-4.69806, 1.82655, -0.28581], [3.73407, 4.12539, -0.93698], [5.68636, -1.95288, -1.98022], [-0.57112, 1.40936, -1.72463], [-3.32106, -3.74357, -4.90740], [-2.11315, -4.57100, -6.92941], [-3.64983, 6.32383, -0.25936], [3.50789, 2.82659, 3.46240], [6.04987, -4.08931, -0.55543], [4.23549, -0.00029, -6.68438], [3.64626, 0.19506, 9.47372], [-5.49119, 5.54291, -5.72790], [-2.83415, 3.73506, -1.01689], [1.89516, 0.36249, 9.82347], [-7.74086, -2.94047, 1.35142], [-6.31868, 6.25272, -2.90446], [4.85472, -3.44396, -2.52146], [1.92697, 5.34131, 0.18046], [1.68505, -3.84298, 3.20708], [1.43205, 2.12265, 2.23810], [0.67382, -3.45592, -1.43668], [-5.36645, 6.77774, -0.68806], [-1.33866, -4.42312, 5.12096], [1.38648, -2.99032, -2.99178], [2.23493, -0.98815, -5.57698], [1.77308, -4.61315, -2.52880], [4.55619, -5.15186, 5.30754], [-0.22396, 0.11059, -6.41669], [1.47760, -0.26158, -9.26119], [-4.42526, 4.11098, -3.99515], [2.82047, -5.03728, 5.46122], [-6.13603, -1.44962, -0.73177], [2.80817, -1.82907, -7.14176], [4.60034, -1.88216, 4.51266], [0.43313, 1.89491, 3.61406], [4.60250, 3.47983, 2.18466], [6.35079, -2.02892, 0.69674], [0.63549, 3.53715, 3.10122], [4.20214, -3.62799, 3.09375], [-6.51865, -3.61757, 2.39409], [4.26277, -4.85040, 1.01952], [-7.30037, -0.81502, 0.49824], [2.03521, 2.64936, -5.07844], [-3.38124, -1.30245, 2.40637], [-3.53420, -4.97305, 4.83375], [-1.24279, 0.71681, 6.67308], [-6.36570, 2.64690, -3.52517], [3.44507, -5.83689, 4.05419], [-3.21095, -0.96832, -4.00806], [5.18727, -2.62340, 1.67282], [-1.30106, 4.16498, 1.95874], [-4.39846, -0.43321, 0.65130], [0.54308, -5.34015, -4.55985], [6.81715, 1.26060, 2.91588], [-2.22638, -6.23433, -6.43916], [-3.24997, 1.99363, -2.58973], [-7.03188, 4.99446, -5.20973], [2.69566, 1.39840, 8.47557], [3.07655, -3.97478, 0.10085], [-6.48818, -4.02258, 0.73525], [-3.17360, 1.44360, -4.34423], [-2.53105, -3.85826, -3.41467], [-2.12532, 3.10619, 3.12544], [-4.02324, -1.28470, 4.71102], [0.03463, -0.88585, -4.96457], [-5.93742, -0.02411, 2.66794], [5.98993, 1.26043, -0.99857], [1.58295, 3.64476, 0.06452], [0.96671, 0.18385, -0.35013], [3.65573, -1.67585, -3.88580], [0.11733, -1.13860, 0.32050], [-2.71735, -1.40295, 5.81845], [2.64892, 2.32663, -1.84411], [5.17051, 3.20166, 3.79786], [4.65592, 1.77527, -0.00744], [-2.93028, 1.95069, 0.82366], [5.29330, -3.07292, 5.07631], [-0.66099, -5.54956, -6.54647], [2.76577, 1.07487, -9.34623], [2.44533, 6.04906, -2.64486], [-4.05650, -3.99049, 6.28348], [-6.03676, 3.60001, -2.16334], [-4.85263, 0.51133, -1.30110], [3.73988, -0.22362, 3.60942], [-4.37309, 3.25814, 2.03867], [1.79271, -2.92342, 4.76543], [3.87614, -5.20022, -0.76374], [-0.87274, -3.05210, 4.42469], [5.19244, 0.01107, -0.07388], [4.15154, -0.32303, -2.78822], [3.95521, 5.45427, -2.85219], [2.43527, -1.55969, 8.54930], [3.52573, 3.08940, -3.09564], [0.97399, -1.07188, 4.16032], [3.32124, -1.48028, 6.43071], [6.01953, -0.10725, 2.13136], [0.36027, -1.53502, 2.52375], [-2.41057, -1.57373, -2.64994], [-1.74147, 4.66525, -0.08899], [0.75574, -1.29274, 6.70757], [-1.31026, -0.02585, -3.82939], [-4.97928, 1.40390, 2.10123], [0.05402, -3.62507, -4.90838], [1.46733, 1.30629, -3.90824], [-4.90028, -3.71257, 4.80327], [2.50593, -0.84945, -2.80903], [-3.95748, 7.24795, -1.68203], [-4.86099, 6.50970, -3.67808], [-0.40594, 1.53296, 5.46837], [0.13118, -0.76977, 8.27545], [4.08067, -0.17633, 7.16137], [-2.78147, 0.39333, 2.51163], [4.15445, 1.46743, -7.34844], [-0.52478, 2.28582, 7.06034], [-6.68243, 1.24616, 1.69796], [0.84886, 4.60131, -1.10565], [-1.96048, -5.84233, -4.26025], [-2.96247, -3.25791, 3.50011], [-4.34772, 4.04315, 0.56798], [1.49028, -0.21025, 2.79291], [-5.81815, 3.82695, -5.86216], [-1.72973, -0.74985, 2.01561]], "atomic_forces_ev_per_a": [[0.281, -0.813, 1.523], [0.568, 0.581, 0.256], [-0.383, -0.372, -0.062], [1.075, 0.005, 0.341], [0.154, -1.614, 0.942], [0.129, 0.668, 0.244], [-0.980, -0.472, 0.368], [-0.483, 1.500, 0.886], [0.454, -0.072, 0.260], [0.034, -0.809, -0.381], [-0.967, 0.498, -2.787], [-1.815, 1.485, -1.492], [0.628, -0.368, -1.037], [0.082, -0.024, -1.095], [0.964, -0.950, 0.237], [0.468, 0.288, 0.174], [-0.350, 0.463, -0.030], [0.883, -0.875, 0.394], [0.027, -0.263, 0.123], [0.626, -0.845, -2.163], [-1.574, 1.354, 0.182], [2.301, -0.052, 0.582], [0.525, 0.187, 0.276], [2.225, -0.222, -1.161], [-1.780, 0.208, 0.831], [0.913, 1.392, 0.426], [0.220, 1.316, 0.181], [0.073, 0.451, 1.190], [0.665, -2.699, -1.052], [0.118, -0.475, 2.318], [1.071, 1.557, -0.225], [-0.201, -0.841, -0.011], [2.702, 0.369, 0.568], [-0.481, 1.035, 1.554], [-0.983, -0.650, 0.803], [1.021, 0.039, -2.120], [-0.544, 0.877, -0.433], [-0.997, 0.455, 0.039], [-0.251, 0.220, -0.795], [1.454, 0.511, -2.888], [1.335, -2.070, -1.266], [0.054, -1.513, -2.467], [-1.491, 0.049, 0.242], [1.394, 2.319, -2.356], [-0.218, -1.117, 1.590], [-0.804, -0.425, 1.543], [0.321, -1.218, 0.452], [2.146, -2.264, 1.027], [0.157, -0.091, 1.477], [-2.462, 2.533, -1.551], [-1.207, 0.249, -1.230], [-0.540, 0.520, 0.156], [0.490, -0.073, -1.276], [-0.833, -0.186, -0.250], [1.149, -2.118, 0.731], [0.007, -2.672, -0.063], [0.389, -0.726, 0.487], [-1.201, 1.247, -1.449], [0.293, -1.222, -0.659], [-1.259, 1.210, 0.686], [-0.966, -0.538, 0.181], [-0.011, -2.367, -0.208], [-0.596, 0.145, 0.651], [-1.092, 0.944, 1.266], [0.050, 0.400, -0.246], [-0.037, 1.813, -1.480], [1.100, -3.070, 0.855], [1.221, 0.358, -0.465], [0.123, -0.877, 0.711], [0.431, -0.267, 0.466], [0.591, 0.623, -1.484], [-0.527, 0.949, 0.125], [-0.467, 0.660, -0.376], [-0.170, 0.786, 0.018], [-0.144, -0.520, 0.303], [0.051, 0.114, 0.682], [-0.710, -0.600, 0.716], [0.956, 0.312, 0.265], [0.028, -0.088, 0.301], [0.889, 0.084, 0.131], [-0.180, -0.056, 0.345], [0.293, 0.258, -0.411], [-0.352, -0.697, 0.189], [0.310, -0.289, -0.275], [0.001, -0.299, 0.281], [0.168, -0.750, -0.233], [-1.394, -0.310, -0.449], [0.015, 0.781, -0.024], [-0.593, -0.315, -0.287], [-2.134, 0.834, 0.860], [0.120, 0.436, -0.044], [0.150, 0.430, 0.375], [-1.072, 0.848, -0.464], [0.515, 0.182, -0.267], [-1.211, 0.195, -1.081], [0.284, 0.934, -0.282], [0.438, -0.106, 0.027], [0.515, -0.809, 0.718], [0.090, 0.259, 0.087], [-0.183, 0.406, -0.360], [-0.003, -0.658, 0.342], [0.167, 0.297, -0.591], [1.039, -0.797, -0.782], [-0.085, 0.416, 0.325], [-0.460, 0.405, -0.094], [0.007, 0.594, -0.384], [0.355, -0.415, -0.512], [-0.363, 0.141, 0.681], [-0.430, -0.234, -0.584], [-0.302, 1.034, 0.026], [0.403, 0.511, 0.139], [-0.849, -0.105, 0.571], [0.163, 0.086, -0.139], [-0.477, 0.041, -0.240], [-0.361, -0.259, 0.549], [-0.997, 0.314, 0.205], [0.018, 0.058, -0.048], [-0.458, -1.343, 1.254], [-0.066, -0.210, -0.192], [-0.117, -0.428, -0.959], [-0.231, -0.447, 0.649], [0.535, -0.160, 1.413], [0.095, -0.364, -0.540], [-0.466, -0.121, -0.019], [-0.455, -0.724, -0.013], [0.736, 0.914, 0.444], [-0.856, -0.132, 0.380], [-1.147, -0.994, 0.720], [0.078, 0.190, 0.483], [0.140, -0.349, -0.542], [0.358, -0.097, 1.416], [-0.306, -0.579, 0.036], [-0.009, 0.053, 0.615], [1.724, -0.756, 0.397], [0.125, -0.314, -0.275], [0.278, 0.010, 0.505], [-0.098, 0.509, 0.345], [0.003, -0.072, -0.616], [-0.287, -0.389, -0.311], [-0.164, 1.491, 0.002], [0.159, 0.433, 0.078], [0.050, -0.647, -0.672], [-0.709, -0.056, 0.031], [-0.636, 0.416, 0.066], [-0.042, -0.410, -0.305], [-0.876, 0.192, -0.231], [0.223, -0.364, -0.974], [0.390, 0.071, -0.091], [0.954, 0.453, -1.244], [0.466, 0.159, -0.383], [0.259, -0.228, -0.075], [-0.013, 0.202, 1.283], [-0.570, -0.791, 0.770], [0.333, 0.187, 1.593], [-0.109, -0.816, 0.322], [0.417, -0.146, 0.737], [-0.266, -0.227, -0.134], [0.666, 0.480, -0.060], [-0.965, -0.198, 0.746], [-0.540, 0.415, -0.403], [-0.400, -1.083, 0.266], [-0.348, 0.237, -0.404], [0.781, 0.067, -0.364], [-0.356, -0.741, -0.136], [-0.685, 1.169, 0.860], [0.260, 0.303, 0.537], [0.051, 0.267, -0.226], [0.368, -0.160, -0.799], [0.629, -0.071, 0.385], [0.590, 0.391, -0.135], [0.158, 1.009, 0.415], [0.612, 0.712, -0.174], [0.098, 0.319, -0.262], [0.037, -0.023, -0.157], [0.650, -0.062, -1.305], [-0.071, -0.412, 0.621], [0.061, 1.320, 0.419], [-0.052, -0.522, 0.503], [1.158, -0.195, 0.836], [-0.693, 0.072, -0.541], [0.406, 0.370, 0.023], [-0.074, 0.882, 0.808], [0.576, 0.799, 0.149], [0.137, 0.050, 0.569], [0.080, -0.679, 0.039], [0.463, -0.135, -0.525], [0.688, -0.605, -0.156], [-1.803, 0.705, -0.114], [0.479, 1.853, -0.746], [1.245, 0.567, -0.668], [0.246, 0.023, 0.391], [-0.659, 0.355, 0.856], [-0.306, -0.386, -0.584], [-1.175, 2.423, -0.254], [-1.261, -0.819, 0.744], [-0.519, 0.621, 0.318], [0.344, -0.204, -0.083], [-1.285, 0.854, -0.320], [0.612, 0.040, 0.191], [0.130, 0.077, -0.108], [-0.122, -0.106, 0.169], [0.165, -0.491, -0.133], [-0.178, -0.782, -0.671], [0.438, -0.521, 0.150]], "relative_energy_kj_mol": 550.8, "orbital_gap_ev": 9.19}

[2]
{"formula": "C3H14N4", "method": "ωB97M-V/def2-TZVPD", "elements": ["N", "N", "N", "N", "C", "C", "C", "H", "H", "H", "H", "H", "H", "H", "H", "H", "H", "H", "H", "H", "H"], "coordinates": [[0.16108, -0.64113, -2.31199], [-0.58106, 0.92942, 0.85262], [-1.90698, -0.55881, -0.09928], [1.80154, 0.07611, -0.78001], [-0.16550, 1.67593, 2.03121], [-1.15623, -0.40649, 1.13588], [1.33302, -1.06135, -1.57963], [0.32668, 2.59557, 1.71836], [-1.78915, -0.31902, 2.03583], [-0.38083, -1.18256, 1.25788], [-0.08967, -1.33187, -3.00848], [-1.78990, 0.61643, -0.23824], [-0.63187, -0.53506, -1.66971], [0.55086, 1.12489, 2.65316], [1.97204, 0.85842, -1.40518], [2.08956, -1.40355, -2.30470], [2.67770, -0.15022, -0.31972], [0.22142, 0.80853, 0.21783], [-2.75190, -1.10064, 0.04621], [-1.04248, 1.89539, 2.64142], [1.15166, -1.88998, -0.87347]], "atomic_forces_ev_per_a": [[-0.024, 0.134, 0.017], [0.784, -0.069, 0.902], [0.790, 2.058, -0.147], [0.151, -0.007, -0.161], [0.183, -0.221, -0.072], [0.454, 0.771, -0.305], [0.149, -0.166, -0.009], [-0.159, 0.116, 0.065], [0.294, -0.149, -0.134], [-0.212, 0.163, 0.201], [0.007, 0.052, 0.027], [-1.991, -3.292, -0.236], [0.160, -0.274, -0.194], [0.001, -0.015, 0.049], [0.043, -0.056, -0.028], [-0.151, 0.032, 0.121], [-0.089, 0.036, 0.004], [-0.163, -0.141, 0.390], [-0.314, 0.742, -0.403], [0.064, 0.181, 0.018], [0.023, 0.103, -0.101]], "relative_energy_kj_mol": 91.6, "orbital_gap_ev": 9.65}

[3]
{"formula": "C3H4EuMgO4", "method": "ωB97M-V/def2-TZVPD", "elements": ["Eu", "Mg", "O", "O", "O", "O", "C", "C", "C", "H", "H", "H", "H"], "coordinates": [[-3.90448, 2.05562, 2.65804], [3.95696, -0.44026, -0.50264], [2.14344, -1.11485, 0.10896], [-2.05718, 2.09926, 1.62716], [-2.11694, -0.23388, 1.75349], [2.54836, 1.00048, -0.22099], [-1.63167, 0.92507, 1.14627], [-3.52256, -0.23526, 2.13315], [1.76407, 0.08770, 0.15910], [-4.09992, -0.65443, 1.28649], [-3.60339, -0.96193, 2.95513], [0.52832, 0.37738, 0.51701], [-1.36053, 0.80711, 0.08489]], "atomic_forces_ev_per_a": [[-2.937, 1.476, 1.862], [-1.304, 0.296, 0.295], [0.192, -0.122, 0.245], [4.428, -4.380, -3.310], [3.405, 2.102, -3.012], [0.251, 0.134, 0.199], [-6.140, 1.057, 3.384], [-1.034, -0.419, 0.642], [-2.857, 0.525, 0.237], [0.554, 0.065, 0.153], [0.182, 0.143, -0.303], [4.221, -0.981, -1.023], [1.039, 0.106, 0.632]], "relative_energy_kj_mol": 187.2, "orbital_gap_ev": [4.93, 5.09], "multiplicity": 8, "s_squared": 15.76, "total_charge": 2}